Record 1
ORCA calculation (the ωB97M-V functional and the def2-TZVPD basis) on a cluster of 2 separate species, C2H5FS in total at a distorted geometry.

The SMILES is C=CF.S. The gap between HOMO and LUMO comes out at 10.7 eV. The calculation puts the largest force on an atom at 2.99 eV/Å. The HOMO energy comes out at -9.630 eV. The calculation puts the energy above the lowest of the compared OMol25 structures with the same formula, charge and spin at 92.8 kJ/mol.

```
! wB97M-V def2-TZVPD RIJCOSX def2/J DEFGRID3
* xyz 0 1
S 2.1920 1.0085 -1.4254
F -0.0732 -1.4222 -0.3728
C -1.2349 0.4721 0.6452
C -0.8006 -0.8044 0.6515
H 1.2668 0.0888 -1.7201
H -1.0189 1.2570 -0.0678
H -1.9390 0.6826 1.3758
H -0.9749 -1.5333 1.4135
H 2.5827 0.2508 -0.4998
*
```

=====

Record 2
ORCA calculation (the ωB97M-V functional and the def2-TZVPD basis) on an isolated molecule of C2H5FS at a distorted geometry.

The SMILES is C[C@H](F)S. The gap between HOMO and LUMO comes out at 10.4 eV. The calculation puts the largest force on an atom at 5.02 eV/Å. The HOMO energy comes out at -9.451 eV. The calculation puts the energy above the lowest of the compared OMol25 structures with the same formula, charge and spin at 43.7 kJ/mol.

```
! wB97M-V def2-TZVPD RIJCOSX def2/J DEFGRID3
* xyz 0 1
S 1.2657 0.0688 1.6310
F 1.1866 0.9427 -1.0014
C 0.3364 0.6529 -0.0637
C -0.7661 -0.3362 -0.4895
H -0.2255 1.5973 0.2625
H -1.4777 0.1649 -1.1228
H -1.3953 -0.5767 0.3875
H -0.2796 -1.1787 -0.8522
H 1.3555 -1.3351 1.2486
*
```

=====

Record 3
ORCA calculation (the ωB97M-V functional and the def2-TZVPD basis) on a cluster of 2 separate species, C2H5FS2 in total at a distorted geometry.

The gap between HOMO and LUMO (alpha / beta) comes out at 7.7 / 7.7 eV. The calculation puts the largest force on an atom at 4.32 eV/Å. The HOMO energy (alpha / beta) comes out at -8.145 / -8.145 eV. The calculation puts the energy above the lowest of the compared OMol25 structures with the same formula, charge and spin at 206.5 kJ/mol.

```
! wB97M-V def2-TZVPD RIJCOSX def2/J DEFGRID3
* xyz 0 1
S 2.4400 -0.7481 0.7794
S 3.2154 0.4668 -0.5080
F -0.0743 -2.3175 0.0559
C 0.2423 -1.0667 -0.3923
C -0.8724 -0.2036 0.0295
H 0.6823 -0.9846 -1.3641
H -0.5859 0.7319 -0.1923
H -1.2275 -0.4868 1.0183
H 2.4470 1.5039 -0.3314
H -1.8191 -0.6249 -0.4285
*
```

=====

Record 4
ORCA calculation (the ωB97M-V functional and the def2-TZVPD basis) on a structure of composition C2H5FSi at a distorted geometry.

The gap between HOMO and LUMO comes out at 9.9 eV. The calculation puts the largest force on an atom at 4.63 eV/Å. The HOMO energy comes out at -9.596 eV. The calculation puts the energy above the lowest of the compared OMol25 structures with the same formula, charge and spin at 379.0 kJ/mol.

```
! wB97M-V def2-TZVPD RIJCOSX def2/J DEFGRID3
* xyz 0 1
Si 0.4606 1.2480 1.0378
F 1.4841 -0.6743 -1.4255
C -0.7359 -1.2837 -0.7929
C 0.3137 -0.5005 -0.6867
H -0.7195 -2.0196 -1.5674
H -0.3775 1.9656 0.1689
H -1.6105 -1.0505 -0.2919
H 1.7984 1.3815 1.5607
H -0.6133 0.9335 1.9970
*
```

=====

Record 5
ORCA calculation (the ωB97M-V functional and the def2-TZVPD basis) on an isolated molecule of C2H5FSi at a distorted geometry.

The SMILES is F/C=C/[SiH3]. The gap between HOMO and LUMO comes out at 10.4 eV. The calculation puts the largest force on an atom at 2.47 eV/Å. The HOMO energy comes out at -9.752 eV. The calculation puts the energy above the lowest of the compared OMol25 structures with the same formula, charge and spin at 256.2 kJ/mol.

```
! wB97M-V def2-TZVPD RIJCOSX def2/J DEFGRID3
* xyz 0 1
Si -1.3782 0.0233 0.0149
F 2.7087 0.0834 0.0612
C 1.4360 -0.3271 0.1034
C 0.4512 0.5574 -0.1373
H -1.1123 -0.9503 1.0829
H 0.9687 1.6011 -0.3076
H 1.1952 -1.3900 0.2181
H -2.1613 -0.8452 -0.8284
H -2.1078 1.2474 -0.2073
*
```

=====

Record 6
ORCA calculation (the ωB97M-V functional and the def2-TZVPD basis) on a cluster of 3 separate species, C2H5FSi in total at a distorted geometry.

The gap between HOMO and LUMO comes out at 8.4 eV. The calculation puts the largest force on an atom at 3.98 eV/Å. The HOMO energy comes out at -8.982 eV. The calculation puts the energy above the lowest of the compared OMol25 structures with the same formula, charge and spin at 214.7 kJ/mol.

```
! wB97M-V def2-TZVPD RIJCOSX def2/J DEFGRID3
* xyz 0 1
Si -0.6565 0.4422 -1.2446
F -1.8179 -0.6971 -0.9999
C 0.9052 -0.3452 -0.5875
C 2.0375 0.3851 -0.2715
H 2.9566 -0.0166 0.1292
H 1.9792 1.4257 -0.5630
H 1.1180 -1.3522 -0.2690
H -3.4856 -0.2020 1.6079
H -3.0366 0.3600 2.1982
*
```

=====

Record 7
ORCA calculation (the ωB97M-V functional and the def2-TZVPD basis) on the ion C2H5IN with charge +1 at a distorted geometry.

The gap between HOMO and LUMO (alpha / beta) comes out at 6.8 / 6.8 eV. The calculation puts the largest force on an atom at 5.79 eV/Å. The HOMO energy (alpha / beta) comes out at -13.975 / -13.976 eV. The calculation puts the energy above the lowest of the compared OMol25 structures with the same formula, charge and spin at 226.9 kJ/mol.

```
! wB97M-V def2-TZVPD RIJCOSX def2/J DEFGRID3
* xyz 1 1
I 1.9151 1.9384 -1.3113
N -0.6908 -0.7073 0.8567
C -0.4170 0.1841 -0.0915
C 0.9745 0.2516 -0.5371
H -1.0429 -0.1295 -1.0189
H -1.6114 -1.1034 0.8827
H -0.9912 1.2025 0.0347
H 1.8320 -0.4171 -0.2905
H 0.0318 -1.2192 1.4753
*
```

=====

Record 8
ORCA calculation (the ωB97M-V functional and the def2-TZVPD basis) on a cluster of 2 separate species, C2H5IN2 in total at a distorted geometry.

The gap between HOMO and LUMO (alpha / beta) comes out at 7.8 / 7.8 eV. The calculation puts the largest force on an atom at 4.89 eV/Å. The HOMO energy (alpha / beta) comes out at -7.997 / -7.993 eV. The calculation puts the energy above the lowest of the compared OMol25 structures with the same formula, charge and spin at 413.0 kJ/mol.

```
! wB97M-V def2-TZVPD RIJCOSX def2/J DEFGRID3
* xyz 0 1
I -2.7078 -0.2336 0.1061
N -0.1256 1.1747 0.1941
N 0.9441 0.6486 -0.6701
C 0.2224 -0.7013 -0.6968
C -0.6549 -0.0795 0.2846
H -0.0096 1.8298 0.9560
H 0.9119 -1.5139 -0.4936
H -0.2120 -1.0060 -1.6742
H -0.1562 -0.6673 2.1038
H 1.7879 0.5484 -0.1100
*
```

=====

Record 9
ORCA calculation (the ωB97M-V functional and the def2-TZVPD basis) on an isolated molecule of C2H5IN2 at a distorted geometry.

The gap between HOMO and LUMO (alpha / beta) comes out at 7.2 / 9.1 eV. The calculation puts the largest force on an atom at 9.91 eV/Å. The HOMO energy (alpha / beta) comes out at -6.765 / -9.473 eV. The calculation puts the energy above the lowest of the compared OMol25 structures with the same formula, charge and spin at 8.2 kJ/mol.

```
! wB97M-V def2-TZVPD RIJCOSX def2/J DEFGRID3
* xyz 0 3
I -2.4629 -0.8443 0.3878
N 1.0849 -0.7633 0.4577
N 1.0808 -0.7246 1.6615
C 0.4521 0.1094 -0.5194
C -0.8653 0.5971 0.0565
H -0.8179 1.2201 0.9649
H 0.5042 -0.3254 -1.5914
H -1.2748 1.3452 -0.7060
H 0.9704 1.0539 -0.6322
H 1.3285 -1.6681 -0.0794
*
```

=====

Record 10
ORCA calculation (the ωB97M-V functional and the def2-TZVPD basis) on a cluster of 2 separate species, C2H5IN2OS in total at a distorted geometry.

The SMILES is OS/N=C/I.C=N. The gap between HOMO and LUMO comes out at 8.9 eV. The calculation puts the largest force on an atom at 1.52 eV/Å. The HOMO energy comes out at -8.690 eV. The calculation puts the energy above the lowest of the compared OMol25 structures with the same formula, charge and spin at 137.0 kJ/mol.

```
! wB97M-V def2-TZVPD RIJCOSX def2/J DEFGRID3
* xyz 0 1
I 3.9193 0.8226 -0.2979
S 0.9138 -2.4384 0.4185
O -0.3913 -2.1987 -0.6168
N 1.9568 -1.3020 0.2048
N -1.5789 1.3852 1.3130
C -1.8611 1.7563 0.1548
C 2.1360 -0.2740 -0.4920
H -1.2267 -2.2113 -0.1409
H -1.8577 1.1407 -0.7522
H -1.3279 0.4012 1.4178
H -2.1308 2.7951 0.0173
H 1.4485 0.1232 -1.2266
*
```

=====

> What is the largest force on an atom in the second record?

5.02 eV/Å

=====

> largest force on an atom of number 3 (C2H5FS2)?

4.32 eV/Å

=====

> Number 1 is which compound?

C2H5FS